Model A:
Molecular formula: Cl2HOP
Method: DFT, ωB97M-V with the def2-TZVPD basis set

Output
LUMO energy = -1.005 eV
HOMO energy = -10.89 eV
total charge = 0

Each atom is followed by the atoms it is bonded to, with distances in Å.
Atoms and positions in Å:
1 O 0.48 -1.80 0.11  P2 1.450
2 P 1.51 -0.78 0.26  O1 1.450, Cl4 1.991
3 Cl -2.24 0.73 0.56  H5 1.267
4 Cl 1.54 0.27 -1.43  P2 1.991
5 H -1.29 1.58 0.51  Cl3 1.267

***

Model B:
Molecular formula: Cl2HOP
Method: DFT, ωB97M-V with the def2-TZVPD basis set

Output
LUMO energy = -0.151 eV
HOMO energy = -10.22 eV
total charge = 0

Each atom is followed by the atoms it is bonded to, with distances in Å.
Atoms and positions in Å:
1 O 0.45 0.38 0.08  P2 1.549, H5 0.934
2 P 1.73 0.08 -0.74  O1 1.549, Cl3 2.340, Cl4 2.063
3 Cl 1.85 -2.11 0.08  P2 2.340
4 Cl 3.22 1.04 0.32  P2 2.063
5 H 0.29 1.03 0.74  O1 0.934

***

Which one is most stable, and which one is least stable? model B is the most stable of them, while model A is the least stable.